13 unconnected molecules or ions with the total composition C3H32O12S at a distorted geometry. Source: the OMol25 dataset; level of theory: ωB97M-V with the def2-TZVPD basis set.

```
! RIJCOSX wB97M-V def2-TZVPD def2/J DEFGRID3
* xyz 1 2
C -0.818 -1.033 -2.478
C -0.655 -2.443 -1.905
S -1.857 -3.634 -2.659
C -3.259 -3.415 -1.427
H -1.852 -0.734 -2.614
H -0.421 -1.056 -3.497
H -0.248 -0.304 -1.915
H -0.857 -2.468 -0.836
H 0.268 -2.968 -2.148
H -2.956 -2.583 -0.803
H -4.148 -3.168 -1.990
H -3.211 -4.355 -0.879
H -2.286 1.917 -0.217
H -2.851 1.435 -1.517
O -2.035 1.409 -1.003
H 1.961 -2.752 0.429
H 2.852 -3.614 -0.386
O 2.488 -3.547 0.505
H 1.849 0.344 -0.365
H 1.411 -0.650 0.649
O 2.064 -0.552 -0.066
H 1.074 1.484 -2.401
H 2.574 2.079 -2.572
O 1.970 1.554 -2.063
H 0.241 2.338 1.935
H -0.478 3.803 1.198
O -0.381 2.903 1.450
H -2.131 2.671 1.450
H -2.735 2.019 2.727
O -2.954 2.548 1.954
H -0.879 -0.302 1.777
H -1.035 -0.573 0.175
O -0.466 -0.369 0.914
H 3.884 -0.783 0.957
H 4.899 -1.339 2.098
O 4.778 -0.863 1.280
H -1.031 2.797 -1.168
H 0.524 3.181 -1.639
O -0.417 3.209 -1.783
H -1.178 1.728 4.935
H -1.261 0.331 4.410
O -1.817 1.024 4.773
H 2.521 3.193 0.113
H 3.051 4.042 1.201
O 2.595 3.205 1.075
H 2.000 1.743 1.968
H 1.163 0.528 1.900
O 1.405 1.206 2.543
*
```

HOMO (alpha / beta): -12.656 / -12.656 eV
ΔE to the lowest compared entry with this formula, charge and spin: 0.0 kJ/mol
orbital gap (alpha / beta): 0.327 / 0.154 Eh
<S²>: 0.753
total energy: -39026.029 eV
molar mass: 292.34 Da